# 1
Below is 2 unconnected molecules or ions with the total composition C14H26N4OS at a distorted geometry, with properties calculated with ωB97M-V with the def2-TZVPD basis set.

Output
total charge: 0
E_LUMO: 0.3 eV
E_tot: -33769.99679 eV
Kohn-Sham gap: 8.0 eV

Positions of all 46 atoms, in Å:
C  6.458  -3.138  -0.645
C  5.735  -4.497  -0.745
C  4.159  -4.534  -0.405
C  3.955  -4.136  0.944
C  2.524  -4.401  1.120
C  1.670  -3.497  0.537
C  0.330  -3.618  1.056
C  -0.941  -2.872  0.221
C  -1.276  -1.599  0.996
C  -0.065  -0.528  1.189
H  0.601  -1.095  2.087
H  0.362  -0.481  0.305
S  -0.527  1.023  1.809
C  -1.314  1.806  0.746
N  -1.367  1.217  -0.650
N  -1.803  2.276  -1.208
C  -2.121  3.394  -0.555
N  -1.723  3.069  0.783
N  -3.007  4.449  -0.834
C  -3.208  4.727  -2.020
O  -3.118  3.825  -3.094
C  -3.814  6.012  -2.098
H  -3.250  6.824  -1.885
H  -4.116  6.217  -3.161
H  -5.011  5.923  -1.676
H  -3.055  5.164  -0.118
H  -2.023  2.238  -2.405
H  -1.809  -1.794  2.098
H  -1.875  -0.954  0.511
H  -0.433  -2.440  -0.681
H  -1.904  -3.388  0.160
H  -0.198  -4.814  0.780
H  0.019  -3.465  2.139
H  1.692  -3.756  -0.605
H  1.926  -2.471  0.622
H  2.260  -4.204  2.588
H  2.148  -5.523  1.081
H  4.732  -4.607  1.880
H  4.219  -3.138  1.169
H  3.984  -5.700  -0.417
H  3.912  -3.773  -1.110
H  6.164  -5.062  -1.467
H  6.434  -5.291  0.025
H  6.515  -2.760  0.219
H  7.487  -3.410  -0.969
H  5.861  -2.433  -1.469

***

# 2
Below is 2 unconnected molecules or ions with the total composition C4H12 at a distorted geometry, with properties calculated with ωB97M-V with the def2-TZVPD basis set.

Output
total charge: 0
SMILES string: CC.CC
E_LUMO: 1.1 eV
E_tot: -4341.92884 eV
Kohn-Sham gap: 12.7 eV

Positions of all 16 atoms, in Å:
C  -0.088  -2.441  -0.313
C  -0.738  -2.124  1.035
H  0.997  -2.531  -0.200
H  -0.416  -3.460  -0.532
H  -0.247  -1.794  -1.165
H  -1.294  -2.927  1.506
H  -0.022  -1.804  1.804
H  -1.360  -1.229  0.950
C  0.212  1.549  -0.575
C  0.596  3.033  -0.209
H  -0.874  1.571  -0.548
H  0.491  1.472  -1.624
H  0.591  0.751  0.051
H  0.252  3.227  0.809
H  1.671  3.035  -0.002
H  0.229  3.670  -0.989

***

# 3
Below is a molecular structure, C27H31BrN4OReSSi at a distorted geometry, with properties calculated with ωB97M-V with the def2-TZVPD basis set.

Output
total charge: 0
multiplicity: 2
expectation value of S²: 0.761
E_LUMO (alpha / beta): -1.3 / -0.8 eV
E_tot: -127397.10488 eV
Kohn-Sham gap (alpha / beta): 6.4 / 6.6 eV

Positions of all 67 atoms, in Å:
Re  0.521  -1.241  -1.409
N  2.418  -2.895  -4.928
C  1.834  -2.754  -3.717
S  0.146  -2.279  -3.681
N  2.521  -3.042  -2.655
N  1.835  -2.869  -1.492
C  2.024  -3.755  -0.568
C  1.158  -3.977  0.547
C  1.492  -4.982  1.473
C  0.602  -5.407  2.426
C  -0.681  -4.851  2.467
C  -1.038  -3.863  1.583
C  -0.132  -3.382  0.615
O  -0.531  -2.431  -0.189
H  1.958  -2.468  -5.712
H  3.424  -2.943  -4.942
H  2.827  -4.468  -0.736
H  2.474  -5.434  1.404
H  0.876  -6.184  3.125
H  -1.406  -5.205  3.187
H  -2.026  -3.421  1.606
C  1.431  -0.420  0.401
Si  0.410  1.111  0.799
C  -1.351  0.622  0.179
N  -1.344  0.131  -1.232
C  -2.527  -0.710  -1.525
C  -3.869  -0.001  -1.292
C  -3.808  1.501  -1.607
C  -2.702  1.808  -2.615
C  -1.322  1.218  -2.243
C  0.931  2.748  0.008
C  2.266  3.018  -0.292
C  2.651  4.245  -0.810
C  1.705  5.233  -1.037
C  0.375  4.993  -0.724
C  -0.002  3.765  -0.203
C  0.456  1.435  2.663
C  -0.041  0.506  3.578
C  0.094  0.699  4.944
C  0.743  1.828  5.423
C  1.245  2.764  4.530
C  1.099  2.567  3.165
H  1.359  -1.144  1.220
H  2.489  -0.190  0.265
H  -2.078  1.426  0.315
H  -1.681  -0.214  0.802
H  -2.479  -1.611  -0.920
H  -2.447  -1.015  -2.571
H  -4.202  -0.147  -0.263
H  -4.604  -0.490  -1.934
H  -3.646  2.073  -0.693
H  -4.766  1.836  -2.009
H  -2.602  2.889  -2.721
H  -3.005  1.420  -3.590
H  -0.654  1.999  -1.894
H  -0.882  0.802  -3.149
H  3.015  2.252  -0.130
H  3.691  4.426  -1.050
H  2.004  6.185  -1.456
H  -0.370  5.761  -0.890
H  -1.045  3.603  0.048
H  -0.538  -0.388  3.214
H  -0.295  -0.036  5.637
H  0.858  1.979  6.488
H  1.755  3.647  4.896
H  1.491  3.305  2.477
Br  1.901  0.424  -2.608

***

# 4
Below is a molecular structure, C28H31IrO9P4, with properties calculated with ωB97M-V with the def2-TZVPD basis set.

Output
total charge: +3
multiplicity: 6
expectation value of S²: 8.783
E_LUMO (alpha / beta): -8.9 / -12.7 eV
E_tot: -87934.95120 eV
Kohn-Sham gap (alpha / beta): 7.7 / 4.0 eV

Positions of all 73 atoms, in Å:
Ir  -0.525  -0.376  -0.165
C  2.619  -0.228  -1.066
C  2.710  -1.037  0.229
P  1.065  -1.813  0.460
C  1.042  -2.303  2.236
C  1.360  -1.393  3.215
C  1.391  -1.809  4.552
C  1.066  -3.160  4.926
C  0.717  -4.069  3.962
C  0.666  -3.647  2.633
C  1.127  -3.349  -0.460
C  0.263  -3.550  -1.536
C  0.361  -4.707  -2.297
C  1.316  -5.663  -1.982
C  2.184  -5.467  -0.912
C  2.099  -4.310  -0.157
P  1.185  0.890  -0.920
C  1.653  2.160  0.259
C  0.692  2.668  1.132
C  1.012  3.680  2.021
C  2.303  4.193  2.040
C  3.270  3.688  1.181
C  2.952  2.672  0.292
C  0.856  1.588  -2.527
C  0.326  0.756  -3.517
C  0.134  1.247  -4.795
C  0.471  2.566  -5.086
C  0.993  3.393  -4.102
C  1.186  2.910  -2.815
H  2.445  -0.871  -1.933
H  3.531  0.335  -1.265
H  2.937  -0.383  1.073
H  3.473  -1.814  0.181
H  1.609  -0.367  2.976
H  1.684  -1.111  5.326
H  1.092  -3.433  5.973
H  0.453  -5.086  4.218
H  0.321  -4.334  1.869
H  -0.492  -2.811  -1.783
H  -0.307  -4.862  -3.133
H  1.391  -6.564  -2.575
H  2.932  -6.212  -0.677
H  2.803  -4.155  0.655
H  -0.300  2.230  1.113
H  0.266  4.073  2.700
H  2.557  4.988  2.728
H  4.274  4.090  1.197
H  3.717  2.308  -0.383
H  0.068  -0.276  -3.294
H  -0.269  0.607  -5.568
H  0.327  2.947  -6.088
H  1.256  4.416  -4.337
H  1.588  3.561  -2.049
C  -5.187  2.732  0.682
C  -3.742  2.365  0.564
O  -2.952  3.159  1.295
P  -3.088  1.919  -1.130
O  -2.814  3.288  -1.825
O  -4.272  1.279  -1.911
O  -1.812  1.168  -1.018
P  -3.461  0.378  1.381
O  -4.230  0.446  2.737
O  -4.132  -0.342  0.284
O  -1.989  0.425  1.624
H  -5.330  3.742  0.285
H  -5.477  2.767  1.733
H  -5.830  2.045  0.137
H  -2.024  2.874  1.272
H  -3.534  3.727  -2.302
H  -4.534  0.398  -1.581
H  -5.149  0.133  2.707
O  -2.256  -2.340  0.174
O  -2.033  -2.968  1.168

***

# 5
Below is a molecular structure, C36H33As2CrN3O4S2, with properties calculated with ωB97M-V with the def2-TZVPD basis set.

Output
total charge: 0
multiplicity: 3
expectation value of S²: 2.268
E_LUMO (alpha / beta): 0.0 / -0.6 eV
E_tot: -222297.58371 eV
Kohn-Sham gap (alpha / beta): 8.0 / 6.5 eV

Positions of all 81 atoms, in Å:
Cr  -1.961  0.415  -1.781
O  1.010  -1.940  -3.123
C  0.227  -1.072  -2.834
O  -0.714  -1.112  -1.901
C  0.292  0.286  -3.517
C  1.246  0.759  -4.386
C  1.159  2.094  -4.787
C  0.163  2.920  -4.285
C  -0.742  2.378  -3.401
N  -0.666  1.092  -3.087
C  -1.842  3.097  -2.628
O  -2.062  4.263  -2.827
O  -2.446  2.300  -1.755
H  2.029  0.091  -4.724
H  1.890  2.494  -5.481
H  0.078  3.968  -4.542
C  -0.265  0.609  0.788
C  -1.633  0.410  1.498
As  -2.948  -0.534  0.377
C  -4.473  -0.811  1.515
C  -4.334  -0.882  2.893
C  -5.414  -1.293  3.668
C  -6.625  -1.622  3.070
C  -6.762  -1.532  1.692
C  -5.687  -1.128  0.915
C  -2.508  -2.433  0.336
C  -2.023  -3.114  1.441
C  -1.783  -4.477  1.372
C  -2.052  -5.171  0.197
C  -2.573  -4.499  -0.899
C  -2.799  -3.129  -0.830
As  0.831  -1.050  1.016
C  1.321  -0.594  2.858
C  0.831  -1.387  3.890
C  1.059  -1.047  5.223
C  1.782  0.097  5.528
C  2.285  0.895  4.501
C  2.054  0.551  3.176
C  2.523  -0.598  0.158
C  2.601  0.062  -1.062
C  3.812  0.141  -1.748
C  4.963  -0.414  -1.205
C  4.896  -1.060  0.029
C  3.681  -1.167  0.694
H  0.273  1.441  1.227
H  -0.391  0.914  -0.264
H  -2.106  1.377  1.629
H  -1.509  -0.026  2.483
H  -3.401  -0.623  3.378
H  -5.302  -1.361  4.744
H  -7.462  -1.947  3.679
H  -7.706  -1.778  1.219
H  -5.794  -1.073  -0.157
H  -1.840  -2.588  2.368
H  -1.384  -4.997  2.236
H  -1.853  -6.236  0.139
H  -2.796  -5.036  -1.814
H  -3.189  -2.611  -1.692
H  0.276  -2.289  3.659
H  0.670  -1.676  6.016
H  1.961  0.366  6.562
H  2.849  1.790  4.735
H  2.447  1.177  2.382
H  1.719  0.529  -1.487
H  3.846  0.629  -2.718
H  5.905  -0.357  -1.740
H  5.788  -1.493  0.465
H  3.637  -1.698  1.635
S  -3.962  -0.694  -4.267
C  -3.123  -0.180  -3.090
C  5.358  3.533  -1.338
N  4.010  3.265  -0.886
C  2.894  3.717  -1.471
N  3.101  4.500  -2.562
S  1.343  3.327  -0.926
H  6.046  2.954  -0.728
H  5.619  4.588  -1.236
H  5.500  3.229  -2.380
H  3.858  2.617  -0.133
H  4.007  4.881  -2.777
H  2.290  4.973  -2.921

***

# 6
Below is a single C9H16N2O6 molecule at a distorted geometry, with properties calculated with ωB97M-V with the def2-TZVPD basis set.

Output
total charge: 0
SMILES string: C[C@@H](O)[C@H](N)C(=O)N[C@@H](CCC(=O)O)C(=O)O
E_LUMO: 0.3 eV
E_tot: -24855.59606 eV
Kohn-Sham gap: 10.2 eV

Positions of all 33 atoms, in Å:
C  -0.975  1.033  1.915
C  -0.664  0.853  0.409
C  0.096  0.122  2.912
C  -0.310  -1.446  3.201
C  0.353  -0.757  -1.160
C  0.628  -2.274  -0.822
C  1.396  -0.312  -2.290
C  1.348  1.174  -2.674
C  -0.002  1.315  -3.504
H  -2.784  -0.050  1.951
H  -2.740  1.560  1.808
H  -0.803  2.190  1.844
H  -0.106  0.567  3.902
H  1.672  0.993  2.285
H  -0.411  -1.430  4.314
H  0.471  -2.156  2.818
H  -1.255  -1.376  2.659
H  0.822  -0.585  0.783
H  -0.645  -0.777  -1.639
H  1.042  -1.024  -3.042
H  2.375  -0.548  -1.764
H  1.156  1.810  -1.687
H  2.199  1.605  -3.108
H  -0.729  2.073  -1.934
H  -0.396  -2.354  -2.479
N  -2.310  0.800  2.327
N  0.377  0.027  0.114
O  -1.332  1.353  -0.510
O  1.443  0.135  2.662
O  1.269  -2.519  0.095
O  -0.246  0.925  -4.612
O  -0.925  2.049  -2.933
O  -0.016  -2.978  -1.843

***

# 7
Below is a molecular structure, C17H14Br2N3O7Ti at a distorted geometry, with properties calculated with ωB97M-V with the def2-TZVPD basis set.

Output
total charge: -1
multiplicity: 3
expectation value of S²: 2.040
E_LUMO (alpha / beta): 2.0 / 2.0 eV
E_tot: -199863.56767 eV
Kohn-Sham gap (alpha / beta): 5.4 / 7.5 eV

Positions of all 44 atoms, in Å:
Ti  0.350  0.884  -0.781
N  -2.765  -0.637  -2.017
C  -3.148  0.760  -1.818
C  -2.161  1.720  -2.495
O  -2.615  2.488  -3.349
N  -0.869  1.696  -2.107
C  -0.003  2.617  -2.839
C  1.305  1.867  -3.108
O  1.990  2.051  -4.092
O  1.559  0.996  -2.164
H  -2.674  -0.818  -3.011
H  -3.490  -1.251  -1.665
H  -3.177  0.979  -0.748
H  -4.131  0.980  -2.244
H  0.224  3.508  -2.237
H  -0.469  2.941  -3.767
O  0.825  -5.114  -0.105
C  0.596  -3.798  -0.333
C  1.119  -3.108  -1.422
C  0.862  -1.769  -1.563
N  0.119  -1.041  -0.683
C  -0.431  -1.759  0.321
Br  -1.665  -0.873  1.449
C  -0.222  -3.100  0.541
H  1.449  -5.440  -0.761
H  1.737  -3.610  -2.155
H  1.273  -1.221  -2.397
H  -0.684  -3.599  1.380
Br  2.359  2.651  0.232
C  1.453  0.553  2.159
C  1.773  -0.541  3.009
C  1.343  -0.550  4.312
C  0.580  0.506  4.826
C  0.171  1.525  3.980
C  0.546  1.540  2.646
C  -0.271  2.353  1.692
O  -0.811  3.394  1.991
O  -0.464  1.728  0.541
H  2.387  -1.341  2.614
H  1.608  -1.381  4.956
H  0.268  0.496  5.863
H  -0.493  2.307  4.325
O  2.585  -0.194  0.131
C  2.063  0.603  0.890

***

# 8
Below is a molecular structure, C35H45BrNNbO13P3S at a distorted geometry, with properties calculated with ωB97M-V with the def2-TZVPD basis set.

Output
total charge: -1
E_LUMO: -0.7 eV
E_tot: -175421.49450 eV
Kohn-Sham gap: 3.6 eV

Positions of all 100 atoms, in Å:
C  0.056  0.718  1.855
C  -0.654  1.326  0.630
C  -1.996  0.625  0.366
C  0.284  1.231  -0.583
C  1.350  2.333  -0.571
Nb  1.231  4.191  -1.855
C  1.576  6.022  -3.149
C  1.497  7.408  -2.494
N  0.132  7.878  -2.306
C  0.809  5.350  0.040
C  1.990  5.638  0.946
C  1.703  6.253  2.253
O  2.154  4.846  2.063
P  1.240  2.793  -4.065
C  0.263  1.243  -4.051
O  2.779  2.180  -4.280
P  3.818  4.170  -1.709
O  4.467  5.675  -1.769
Br  4.604  3.328  0.243
P  -1.413  4.350  -2.026
O  -2.243  2.990  -1.689
O  -2.051  5.415  -0.954
S  -1.985  4.966  -3.803
H  0.506  1.490  2.474
H  -0.620  0.164  2.501
H  0.856  0.052  1.568
H  -0.818  2.369  0.894
H  -2.204  -0.158  1.090
H  -2.035  0.207  -0.636
H  -2.812  1.339  0.412
H  -0.305  1.118  -1.486
H  0.795  0.274  -0.459
H  2.307  1.872  -0.836
H  1.497  2.672  0.454
H  0.946  6.024  -4.036
H  2.594  5.931  -3.544
H  2.048  7.470  -1.553
H  2.008  8.119  -3.150
H  -0.150  7.927  -1.343
H  -0.531  7.337  -2.843
H  0.208  4.704  0.686
H  0.236  6.263  -0.087
H  2.912  5.984  0.500
H  2.514  6.794  2.715
H  0.774  6.099  2.773
H  -0.752  1.453  -3.724
H  0.211  0.815  -5.046
H  0.691  0.527  -3.355
H  2.930  1.445  -3.674
H  3.800  6.341  -1.569
H  -3.021  2.989  -2.265
H  -2.214  4.945  -0.127
C  6.152  -1.674  2.482
C  5.292  -0.834  1.911
C  3.826  -1.070  1.984
O  3.043  -0.311  1.466
C  3.356  -2.274  2.722
C  4.219  -3.110  3.291
C  5.684  -2.876  3.217
O  6.468  -3.641  3.740
H  7.223  -1.527  2.443
H  5.605  0.051  1.370
H  2.282  -2.418  2.763
H  3.904  -3.993  3.833
C  -2.897  -2.968  2.308
C  -4.097  -3.484  2.560
C  -4.452  -3.978  3.913
O  -5.541  -4.460  4.146
C  -3.422  -3.871  4.977
C  -2.221  -3.359  4.728
C  -1.863  -2.865  3.373
O  -0.774  -2.395  3.138
H  -2.611  -2.600  1.331
H  -4.864  -3.571  1.801
H  -3.704  -4.239  5.956
H  -1.454  -3.277  5.488
C  -3.028  -2.166  -7.308
C  -2.518  -1.883  -6.113
C  -1.065  -2.039  -5.838
O  -0.601  -1.783  -4.751
C  -0.205  -2.518  -6.952
C  -0.717  -2.801  -8.146
C  -2.169  -2.648  -8.419
O  -2.634  -2.907  -9.508
H  -4.081  -2.061  -7.532
H  -3.122  -1.527  -5.289
H  0.849  -2.619  -6.729
H  -0.111  -3.152  -8.971
C  -1.565  -9.316  4.940
C  -1.444  -8.389  5.885
C  -2.515  -7.387  6.120
O  -2.405  -6.538  6.979
C  -3.723  -7.460  5.261
C  -3.845  -8.385  4.314
C  -2.775  -9.390  4.079
O  -2.883  -10.237  3.220
H  -0.799  -10.057  4.748
H  -0.572  -8.315  6.523
H  -4.491  -6.718  5.449
H  -4.716  -8.453  3.674

***

Number 1: M 298.456 g/mol. Number 2: M 60.140 g/mol. Number 3: M 753.836 g/mol. Number 4: M 827.660 g/mol. Number 5: M 837.651 g/mol. Number 6: M 248.235 g/mol. Number 7: M 579.988 g/mol. Number 8: M 985.538 g/mol.